216
Properties=species:S:1:pos:R:3:forces:R:3:lowdin_charge:R:1 method="wB97M-V/def2-TZVPD" e_above_lowest_ev=0.000 charge=0 homo_lumo_gap_ev=8.936 largest_force_ev_per_a=3.19 lumo_energy_ha=0.0191
C 3.744321 4.277137 -3.666286 0.2171 0.1887 -0.4672 -0.13
O 2.988981 5.457827 -3.556366 -0.2139 0.4012 0.8562 -0.19
C 2.306991 5.589867 -2.287756 0.0301 -0.1815 -1.0243 -0.20
C 1.719641 7.000697 -2.118066 0.3003 -0.6891 -0.3345 -0.19
N 0.380401 7.076687 -2.681896 -0.8871 -0.4751 0.0139 -0.08
C -0.458209 8.241927 -2.417216 1.7877 0.2159 -0.0149 -0.18
C 0.197811 9.519897 -3.015586 -1.1441 1.3999 0.5145 -0.21
O 1.065421 10.192027 -2.110156 0.2444 -0.3944 1.4318 -0.20
C 1.698411 11.389577 -2.525876 -0.4197 -0.3038 -1.1767 -0.11
H 4.175751 4.321167 -4.666306 -0.1184 -0.3462 -0.0613 0.09
H 3.159231 3.368227 -3.526146 -0.2981 -0.0718 -0.1605 0.05
H 4.588661 4.197167 -2.981596 0.0712 0.3541 0.4389 0.08
H 2.984171 5.311787 -1.480176 0.2654 0.2399 0.1504 0.12
H 1.501781 4.855247 -2.294986 -0.2888 -0.0297 0.2310 0.10
H 2.396271 7.708657 -2.596656 0.2985 0.1826 0.1879 0.12
H 1.718981 7.170327 -1.041346 -0.3519 0.3826 -0.0519 0.11
H 0.398481 7.066187 -3.691676 0.5533 -0.6146 -0.1447 0.10
H -0.637409 8.318237 -1.344756 0.1288 0.3977 0.0493 0.11
H -1.425219 8.032867 -2.874686 0.0272 0.2900 -0.1968 0.11
H -0.609419 10.214227 -3.248796 -0.3445 0.2810 -0.1175 0.11
H 0.678501 9.351057 -3.979196 0.3543 -0.4952 -0.0768 0.12
H 2.323921 11.911237 -1.801516 0.1031 -1.0332 0.5853 0.08
H 1.004421 12.188667 -2.786526 -0.5557 -0.1765 -0.4184 0.08
H 2.294591 11.113527 -3.395636 0.2810 0.5005 -0.2252 0.08
C 0.023241 2.174347 -3.029926 0.5984 -0.7101 0.5296 -0.05
O 0.325951 1.192917 -2.022936 -0.5965 -0.1551 -0.3181 -0.19
C 0.901811 1.741687 -0.871116 0.2642 0.0981 0.6098 -0.21
C 1.406721 0.693557 0.112464 -0.1657 -0.3806 0.6160 -0.16
N 0.351031 -0.135803 0.725354 -0.4408 0.5916 -0.2155 -0.05
C 0.865041 -1.283513 1.479664 -0.5296 -0.8466 0.0987 -0.13
C -0.173069 -1.958713 2.447474 0.1387 0.9626 -0.4910 -0.18
O -1.090609 -2.674393 1.645944 -1.3272 -1.3198 0.5826 -0.23
C -2.056149 -3.450593 2.447404 0.5077 -0.1528 -0.9911 -0.03
H -0.696499 2.943647 -2.750176 -0.2145 -0.1624 0.4306 0.08
H -0.369199 1.603447 -3.871446 0.1505 0.2879 -0.0250 0.06
H 0.966151 2.674647 -3.250696 0.0170 0.1311 -0.5248 0.07
H 0.195601 2.409907 -0.378316 -0.1275 0.1245 0.1604 0.11
H 1.788541 2.323717 -1.122216 0.2217 0.3042 -0.2391 0.12
H 1.907941 1.198047 0.938514 0.3126 0.2145 -0.1932 0.12
H 2.100601 0.005967 -0.371116 0.4740 0.2085 -0.2245 0.10
H -0.033499 -0.547763 -0.112806 -0.8389 0.0375 0.2720 0.05
H 1.830371 -1.098123 1.950694 -0.1881 0.4432 0.3726 0.11
H 1.099941 -2.010623 0.702344 0.1993 -0.7288 0.2103 0.11
H -0.780589 -1.260763 3.023574 0.3602 0.6495 0.0304 0.10
H 0.275431 -2.596903 3.208824 0.4680 -0.2940 -0.2206 0.10
H -2.787979 -2.880323 3.019534 0.4349 0.4795 0.1303 0.08
H -1.547849 -4.181453 3.076344 0.3198 0.3443 0.3148 0.07
H -2.645259 -4.078763 1.779234 0.1058 0.2793 -0.4855 0.07
C 6.997211 1.156717 -3.228746 0.3037 -1.0634 -0.3022 -0.12
O 6.759691 1.134857 -1.863066 0.5771 0.5317 1.0426 -0.20
C 5.721881 0.265167 -1.459496 0.1991 0.6370 0.6836 -0.21
C 5.811371 0.225487 0.086104 -0.2747 0.8140 -0.6180 -0.17
N 5.410581 1.517287 0.708364 -0.8725 -1.0763 -0.2223 -0.06
C 5.791501 1.617437 2.109724 0.0844 -0.6072 -0.6288 -0.20
C 5.166121 0.553267 3.010544 1.4378 0.1365 1.1481 -0.22
O 5.875351 -0.695063 3.052954 -0.4860 -0.7138 -0.8678 -0.20
C 5.333471 -1.540443 4.057634 0.0171 -0.2402 -0.4203 -0.11
H 8.022191 1.459687 -3.442566 -0.1835 0.8600 0.2286 0.09
H 6.217181 1.723327 -3.737286 0.1822 0.0343 -0.4369 0.09
H 7.034611 0.119957 -3.563176 -0.5634 -0.1888 -0.5243 0.08
H 5.857021 -0.693983 -1.959366 0.0004 -0.3630 0.3277 0.11
H 4.784391 0.676887 -1.833266 -0.4562 -0.0055 0.1864 0.11
H 6.850961 -0.015523 0.308074 0.2737 -0.0326 0.1432 0.12
H 5.211211 -0.569703 0.528334 -0.1437 -0.0409 -0.1938 0.11
H 5.592741 2.325787 0.131094 0.4343 -0.1371 0.1869 0.10
H 5.488001 2.564737 2.555384 -0.0862 0.1597 -0.3404 0.12
H 6.876531 1.544447 2.183764 0.3390 -0.0465 0.4257 0.12
H 4.087591 0.488057 2.866914 -0.1451 -0.3904 -0.2197 0.11
H 5.387901 0.877757 4.027214 -0.7097 0.8217 0.3232 0.11
H 5.361291 -1.025943 5.018164 -0.3156 -0.0623 0.1914 0.08
H 5.838381 -2.501523 4.155144 0.9143 0.3850 -0.2277 0.09
H 4.346521 -1.916703 3.788474 -0.6340 0.6281 0.1127 0.07
C -3.313979 3.860217 -3.462096 -0.2205 1.1340 -0.3575 -0.14
O -3.561509 2.490117 -3.324996 -0.4553 0.3352 0.8818 -0.19
C -4.123429 1.829697 -4.434876 1.6168 0.2714 -0.3678 -0.18
C -2.962519 1.186157 -5.215086 -1.4394 -1.6965 -1.5528 -0.21
N -2.282899 2.033077 -6.165546 1.0690 1.1304 0.7041 -0.06
C -1.057579 1.496167 -6.733566 0.6359 0.3663 -0.6258 -0.20
C -0.308069 2.596087 -7.510216 -0.3778 -0.2955 -0.7339 -0.21
O 0.980341 2.180167 -7.993146 -0.7458 0.0623 0.5897 -0.19
C 1.750551 3.267937 -8.470296 0.6558 -0.3540 0.9424 -0.11
H -3.145429 4.339877 -2.497936 0.4008 -0.5116 0.1947 0.08
H -4.142429 4.451457 -3.852216 -0.7704 -0.3779 -0.1740 0.08
H -2.524529 4.124597 -4.165636 0.5445 -0.4266 0.1321 0.08
H -4.652929 2.525987 -5.085186 0.0238 0.2766 -0.1898 0.12
H -4.889409 1.125667 -4.109736 0.3840 -0.3120 0.2296 0.12
H -3.400179 0.394247 -5.822896 -0.7135 -0.5840 -0.1394 0.11
H -2.268169 0.556767 -4.658456 0.1402 0.8629 0.7092 0.08
H -2.907739 2.368937 -6.884486 -0.0422 -0.1184 -0.0123 0.12
H -1.223279 0.711397 -7.471656 -0.2014 -0.4738 -0.0109 0.12
H -0.399779 1.063127 -5.979996 -0.1590 0.1720 0.2821 0.09
H -0.344359 3.551347 -6.986516 0.6529 -0.0389 0.5044 0.12
H -0.915219 2.774827 -8.397646 -0.2440 0.2002 -0.3490 0.11
H 1.147821 4.007757 -8.997056 0.1588 -0.0597 -0.2687 0.09
H 2.612401 2.883367 -9.015666 -0.5167 -0.1841 -0.7134 0.09
H 2.276161 3.720607 -7.629516 -0.3828 0.6010 0.3620 0.08
C -5.721999 -1.856773 4.278934 0.1616 -0.4949 -0.1501 -0.04
C -5.771449 -3.301053 4.821394 0.2312 -0.1011 -0.4997 -0.48
C -6.492659 -4.286913 3.916984 -2.2599 0.3403 0.8692 -0.05
O -4.481669 -3.829303 4.970564 1.8592 0.9432 -0.0095 -0.07
H -6.676329 -1.335323 4.205204 -0.4091 -0.6157 -0.0137 0.08
H -5.328889 -1.949533 3.266534 0.2490 0.4059 -0.0679 0.07
H -5.142839 -1.152623 4.876314 0.5183 -0.4324 0.0496 0.07
H -6.197199 -3.317483 5.824674 -0.7068 0.1161 -0.0467 0.13
H -7.495649 -3.876763 3.799174 -0.3572 -0.1103 -0.3096 0.08
H -6.653849 -5.186253 4.511384 0.1452 -0.2583 -0.1394 0.07
H -6.164659 -4.585483 2.921314 0.7346 0.6167 0.2021 0.06
H -4.527229 -4.764583 5.182174 -0.1632 -0.3675 0.0718 0.04
C 1.116711 1.134997 4.736664 0.5724 1.0777 -0.6842 -0.04
C 1.786651 -0.147493 5.170954 -1.1759 0.3217 0.4380 -0.48
C 2.685511 -0.017393 6.374294 0.3343 -0.1675 -0.0787 -0.04
O 0.697421 -0.964353 5.554364 -0.6270 -1.4929 0.0356 -0.08
H 0.187441 1.039897 4.174964 0.1221 -0.6929 -0.2194 0.07
H 1.771111 1.707627 4.079434 0.0791 0.4187 0.2135 0.08
H 0.816761 1.739767 5.592464 0.3749 0.1574 0.2120 0.09
H 2.294701 -0.645043 4.344864 -0.0094 -0.0615 -0.0174 0.11
H 2.955041 -0.996833 6.769464 0.5400 -0.2168 -0.5764 0.08
H 2.163081 0.362597 7.252224 -0.1389 0.8290 -0.2735 0.09
H 3.541431 0.581667 6.063454 0.2242 0.0189 0.6197 0.08
H 0.170111 -0.416313 6.140194 -0.3072 -0.1072 0.1621 0.11
C 0.798391 6.723157 2.400324 0.6559 0.8904 0.1087 -0.06
C -0.222169 5.702677 1.966514 0.1824 0.8392 -0.4509 -0.52
C -0.249289 5.539407 0.463094 0.8570 -0.2243 -0.1008 -0.04
O 0.142191 4.533817 2.624704 0.0808 -0.7217 0.2192 -0.04
H 1.818541 6.340977 2.363744 -0.0983 -0.7189 0.2355 0.08
H 0.601931 7.058377 3.418724 0.0906 0.0602 -0.0169 0.08
H 0.937611 7.589827 1.754104 -0.8290 0.2782 -0.0921 0.07
H -1.228229 5.988747 2.273304 -0.2159 0.3392 0.2446 0.13
H 0.752031 5.252277 0.142124 0.2151 -0.1092 -0.0594 0.07
H -0.447169 6.487117 -0.037706 -0.4661 -0.2009 -0.0489 0.06
H -0.896659 4.717817 0.156504 -0.3245 0.2734 -0.1276 0.06
H -0.369979 3.832647 2.215264 -0.0238 -0.8562 0.1656 0.04
C 2.767301 -1.283033 -3.068926 -0.1814 -0.5943 0.4770 -0.05
C 3.226741 -0.901623 -4.449056 -1.3866 1.2127 0.0946 -0.47
C 2.607381 0.463507 -4.931076 0.0698 -1.2874 0.4942 -0.01
O 4.635511 -0.845753 -4.444456 0.3361 -0.1846 -0.6997 -0.05
H 3.399151 -2.076273 -2.669406 0.2143 -0.0475 -0.1142 0.07
H 1.776481 -1.733383 -3.128496 -0.2791 0.3571 0.2011 0.07
H 2.802251 -0.477453 -2.335496 -0.2019 0.1779 -0.2274 0.05
H 2.881971 -1.687043 -5.121636 0.0648 -0.1006 -0.2174 0.14
H 1.520861 0.460377 -4.844096 -0.0919 -0.2845 0.1207 0.05
H 2.808261 0.632107 -5.989056 0.3626 0.3189 0.1564 0.08
H 2.946001 1.244807 -4.250626 0.2958 0.1748 -0.3421 0.06
H 4.850521 -1.325813 -5.247516 0.7369 0.1595 0.0086 0.09
C 1.008751 -6.357633 -0.512096 0.5712 -0.7015 1.3376 -0.07
C 1.328311 -5.112063 -1.259026 -2.3355 -0.5466 -2.0992 -0.45
C 2.569671 -5.217233 -2.055366 1.8894 0.1739 -0.4781 -0.07
O 0.245831 -5.092473 -2.298936 1.2271 0.2815 0.4270 -0.09
H 0.972431 -7.239603 -1.151556 -0.1092 0.2656 -0.3520 0.09
H 0.062461 -6.294163 0.025124 0.0100 0.0962 0.0000 0.07
H 1.807991 -6.575373 0.196354 0.0184 -0.0061 0.4207 0.08
H 1.255351 -4.194523 -0.675156 0.0868 -0.0465 0.1812 0.12
H 3.503881 -5.359743 -1.512186 -0.1278 -0.0232 0.7455 0.08
H 2.780461 -4.309983 -2.621556 -0.3934 -0.0509 -0.2900 0.06
H 2.562191 -6.082423 -2.718316 -0.4464 0.1292 -0.2170 0.09
H -0.410319 -4.455003 -2.007916 -0.2806 0.2951 0.2920 0.02
C -4.165009 -6.175763 -0.100816 0.5842 1.1839 0.0942 -0.04
C -5.217929 -5.042793 -0.049346 1.7882 0.2021 -1.2493 -0.49
C -4.930129 -3.897793 -1.074566 -0.1174 -1.3644 -0.2472 -0.03
O -6.468069 -5.609693 -0.326896 -0.6766 0.2988 0.4618 -0.03
H -4.003769 -6.509263 -1.125946 -0.2045 -0.3105 0.1263 0.09
H -4.351779 -6.980343 0.610424 -0.4942 -0.1795 -0.3002 0.06
H -3.214779 -5.774463 0.251474 0.2931 0.1742 -0.1554 0.06
H -5.128109 -4.601913 0.943454 -0.5153 0.1398 0.3212 0.10
H -5.730169 -3.158523 -1.113436 0.2934 0.2972 0.6198 0.08
H -4.926389 -4.271233 -2.098596 -0.1272 -0.5938 -0.0778 0.08
H -3.908249 -3.530203 -0.981166 -0.2329 0.4087 0.5153 0.05
H -6.646219 -6.122533 0.464844 -0.5265 -0.3426 -0.1143 0.08
C -1.330099 -2.050113 -3.299326 -0.8317 0.4023 0.8504 -0.01
C -1.179769 -1.820243 -1.784576 -0.5903 0.4773 -0.0817 -0.45
C -2.322119 -0.967643 -1.180616 0.6159 0.0200 -0.7663 -0.02
O -1.233619 -3.079363 -1.134976 0.1616 -0.2963 -0.5023 -0.07
H -0.582639 -2.706603 -3.744766 0.0595 0.1290 0.1707 0.08
H -1.402449 -1.087793 -3.806086 0.4773 0.0123 -0.0455 0.05
H -2.323789 -2.478183 -3.431376 -0.0237 -0.3808 -0.1530 0.09
H -0.228229 -1.327003 -1.586096 0.3187 -0.0938 -0.2501 0.10
H -3.223099 -1.564613 -1.321916 -0.2280 0.4536 0.0418 0.07
H -2.359739 0.016707 -1.647246 -0.2930 -0.0728 -0.3929 0.07
H -2.184159 -0.729893 -0.125846 0.1215 -0.5011 0.1131 0.05
H -1.193239 -2.898843 -0.192966 0.0484 -0.1810 0.7400 0.05
C -2.988739 2.395847 0.582914 -1.1021 0.1237 -0.9509 -0.04
C -2.426799 2.056817 1.955744 -2.2386 -0.2856 -0.6869 -0.48
C -2.981129 0.757487 2.577584 0.4485 0.0559 -0.4494 -0.03
O -1.057869 2.075087 1.844304 1.1563 1.2218 1.2312 -0.07
H -2.510279 3.238107 0.083144 0.6319 0.0182 0.3894 0.06
H -4.016829 2.757637 0.598184 -0.3722 -0.3393 0.3655 0.08
H -2.970189 1.593917 -0.155086 0.1521 -0.2851 0.1890 0.06
H -2.845709 2.842547 2.584434 0.9456 0.4494 0.4743 0.14
H -4.024359 0.826027 2.885914 -0.0298 0.1705 -0.1974 0.08
H -2.402469 0.499587 3.464564 0.0785 0.0649 0.0740 0.07
H -2.878619 -0.060533 1.864534 -0.0564 -0.1863 -0.0017 0.06
H -0.686599 1.245327 1.535654 0.2143 -1.0463 -0.4322 0.04
C -5.297309 -7.570153 3.384634 -0.2334 -0.8608 -0.7105 -0.04
C -4.206719 -7.620213 4.409134 0.6291 -0.9254 -1.0652 -0.54
C -2.826639 -7.285433 3.913734 0.6285 0.1820 -1.4783 -0.04
O -4.478489 -6.772713 5.450914 -0.3244 1.1002 1.9146 -0.04
H -5.412289 -6.636893 2.833354 0.5066 0.1054 0.1587 0.05
H -6.292609 -7.807153 3.760544 0.1343 -0.0511 0.4147 0.09
H -5.043379 -8.367423 2.686074 -0.2038 0.0778 -0.3840 0.09
H -4.066939 -8.606213 4.852264 -0.7522 -0.6754 -0.3534 0.14
H -2.042769 -7.545933 4.624924 -0.1163 0.2506 0.3271 0.08
H -2.776969 -6.231883 3.638684 0.1155 0.1720 0.2219 0.07
H -2.541799 -7.824533 3.010214 -0.2002 -0.2299 -0.1356 0.09
H -3.752979 -7.045043 6.017544 -0.1415 0.8519 1.0794 0.10
C -0.177589 -4.687643 5.882724 -0.0636 0.3530 -0.0788 -0.04
C 1.167811 -4.420543 6.565974 0.8780 0.6724 -0.3670 -0.48
C 2.422221 -4.412563 5.680534 -0.6300 -1.6057 -0.8192 -0.05
O 1.199791 -3.164383 7.190334 -0.6690 -0.0054 1.5892 -0.07
H -0.174859 -5.578443 5.254584 0.1040 -0.0124 -0.0721 0.07
H -0.520359 -3.827653 5.307364 0.3410 0.0764 -0.3888 0.06
H -0.981019 -4.789383 6.612274 0.1934 -0.2332 0.3210 0.08
H 1.280981 -5.200083 7.319374 0.1925 0.1915 0.3187 0.13
H 2.291831 -3.800503 4.788074 -0.1509 0.1465 -0.0596 0.07
H 2.530231 -5.447333 5.355434 0.3656 -0.1211 -0.4844 0.07
H 3.369471 -4.134023 6.142284 -0.4067 0.1343 0.5150 0.08
H 1.073701 -2.477743 6.531384 -0.1806 0.3683 -0.4230 0.02